Record 1
Here is an isolated molecule of C3H5NO3 from OMol25. Energies are from ωB97M-V with the def2-TZVPD basis set.

Geometry as XYZ:
```
12
Properties=species:S:1:pos:R:3:forces:R:3
C -1.10816 -1.02226 0.16350 1.9 -1.6 -0.1
N -0.35363 0.09352 -0.36389 -4.2 2.0 1.8
C -0.59722 1.39268 0.09366 1.6 -2.0 -0.8
O 0.19090 2.28012 -0.10785 -0.8 0.5 0.2
O 0.71260 -0.09345 -1.07753 3.2 -0.8 -1.6
C 1.85931 -0.05789 -0.29887 -0.5 0.2 0.2
O 1.83730 -0.02164 0.88499 0.2 -0.1 0.1
H -1.50117 -1.69729 -0.68008 0.5 0.9 1.5
H -0.36527 -1.56089 0.87868 -1.6 0.3 -1.2
H -1.88708 -0.58620 0.77807 -0.3 -0.3 -0.1
H -1.51378 1.30887 0.66566 -0.5 1.0 0.4
H 2.72621 -0.03559 -0.93634 0.4 -0.1 -0.4
```
Positions in Å, forces in eV/Å.

Calculated values
Kohn-Sham gap ... 10.4495 eV
ΔE to the lowest compared entry with this formula, charge and spin ... 74.97 kcal per mole
Structure (SMILES) ... CN(C=O)OC=O
HOMO ... -9.6127 eV

=====

Record 2
Here is an isolated molecule of C3H5NO3 from OMol25. Energies are from ωB97M-V with the def2-TZVPD basis set.

Geometry as XYZ:
```
12
Properties=species:S:1:pos:R:3:forces:R:3
C -1.22452 0.14121 0.87979 -0.2 -0.1 0.4
C 0.13455 0.77739 0.67631 0.1 1.0 -0.4
O 0.31823 1.93766 0.93661 0.0 0.8 0.6
N 1.18183 0.06782 0.11588 0.6 0.0 0.0
C 0.84679 -0.99804 -0.73632 -0.4 0.9 -1.3
O 0.94344 -2.14099 -0.48236 0.2 -1.1 0.3
O 0.39549 -0.61333 -1.97062 0.3 -1.7 -0.2
H -1.86104 0.85826 1.44094 0.6 -0.5 -0.3
H -1.73406 -0.05085 -0.07297 0.2 -0.1 0.1
H -1.12703 -0.79826 1.43832 -0.2 0.1 -0.2
H 2.07650 0.56423 -0.10191 -1.5 -0.3 0.4
H 0.04981 0.25491 -2.12368 0.1 1.0 0.6
```
Positions in Å, forces in eV/Å.

Calculated values
Kohn-Sham gap ... 10.7093 eV
ΔE to the lowest compared entry with this formula, charge and spin ... 20.07 kcal per mole
Structure (SMILES) ... CC(=O)NC(=O)O
HOMO ... -10.3118 eV

=====

Record 3
Here is a structure of composition C3H5NO3S from OMol25. Energies are from ωB97M-V with the def2-TZVPD basis set.

Geometry as XYZ:
```
13
Properties=species:S:1:pos:R:3:forces:R:3
C -0.73256 0.53438 0.78232 -0.1 0.0 -0.1
C -1.85500 0.80194 -0.23070 5.8 2.1 -2.7
C 1.56931 -0.52937 0.82034 -2.6 -2.0 -2.1
N 0.30389 -0.14662 0.19381 -0.7 0.7 0.3
O -0.73374 0.91591 1.92134 -0.2 0.1 0.6
O 0.89450 0.33167 -2.19919 -1.1 -0.9 -0.1
O -0.52562 -1.72493 -1.57726 0.3 -0.1 -1.0
S -0.14040 -0.35032 -1.44074 -1.1 1.8 2.7
H -2.70497 0.24122 -0.29253 -2.2 -1.3 0.0
H -1.76519 1.86387 -0.71203 -0.7 -2.1 1.2
H 2.19353 0.20286 1.06449 2.1 3.8 1.0
H 1.46241 -1.13775 1.67826 -0.5 -1.0 0.6
H 2.03382 -1.00287 -0.00811 0.9 -1.2 -0.3
```
Positions in Å, forces in eV/Å.

Calculated values
Kohn-Sham gap (spin up / spin down) ... 8.5498 / 8.5490 eV
ΔE to the lowest compared entry with this formula, charge and spin ... 81.40 kcal per mole
HOMO (spin up / spin down) ... -9.9568 / -9.9569 eV

=====

Record 4
Here is a cluster of 2 separate species, C3H5NO3S in total from OMol25. Energies are from ωB97M-V with the def2-TZVPD basis set.

Geometry as XYZ:
```
13
Properties=species:S:1:pos:R:3:forces:R:3
O 4.74021 0.03369 -0.31435 1.0 -0.6 -0.8
N 3.64713 -0.27123 0.03044 0.7 -1.7 -1.3
O 3.17657 -1.48510 -0.45917 -1.1 -0.2 0.3
S 2.72966 0.55648 0.96327 -2.2 2.1 2.4
H 2.20763 -1.61125 -0.12143 1.7 0.5 -0.5
C -0.88788 1.04387 -0.71891 0.2 -1.8 -0.1
C -0.90203 0.38377 0.45784 -1.4 0.5 -0.2
C -0.15842 -0.83888 0.92693 -0.4 2.1 1.9
O 0.41338 -1.55824 0.17630 0.8 -1.4 -1.1
H -1.77686 1.66257 -0.80704 0.6 0.5 -0.5
H -0.24727 0.79815 -1.60890 -0.6 0.5 1.2
H -1.75855 0.77400 1.05282 1.0 -0.8 0.4
H -0.10060 -1.00427 2.07648 -0.3 0.2 -1.5
```
Positions in Å, forces in eV/Å.

Calculated values
Kohn-Sham gap ... 8.9354 eV
ΔE to the lowest compared entry with this formula, charge and spin ... 130.20 kcal per mole
Structure (SMILES) ... [O-][N+](O)=S.C=CC=O
HOMO ... -9.5001 eV

=====

Record 5
Here is a structure of composition C3H5NO4 from OMol25. Energies are from ωB97M-V with the def2-TZVPD basis set.

Geometry as XYZ:
```
13
Properties=species:S:1:pos:R:3:forces:R:3
C -1.39550 -0.54774 0.76119 -0.1 -0.5 -0.2
C -0.78413 -0.32211 -0.58700 0.9 2.3 0.2
O 1.67107 -0.75825 -0.53971 -0.2 0.9 -0.1
O 2.15581 -1.34198 0.60415 -0.5 1.0 -0.2
O -0.96283 -0.91402 -1.59925 -0.3 -0.6 -0.3
H 3.12333 -1.34336 0.49818 -0.1 0.3 -0.1
H -2.12249 0.24802 0.92210 0.0 0.0 0.0
H -0.63820 -0.47867 1.53786 0.1 0.0 0.1
H -1.87781 -1.52243 0.78396 -0.1 0.0 0.1
N -0.59826 2.10017 -0.70545 0.7 0.7 0.3
C 0.09860 1.05974 -0.59620 -3.0 -3.1 -0.1
O 1.37433 0.86804 -0.44771 2.5 -1.1 0.7
H -0.04391 2.95256 -0.63211 0.0 0.1 -0.2
```
Positions in Å, forces in eV/Å.

Calculated values
Kohn-Sham gap (spin up / spin down) ... 8.1387 / 8.1370 eV
ΔE to the lowest compared entry with this formula, charge and spin ... 169.32 kcal per mole
HOMO (spin up / spin down) ... -9.4572 / -9.4568 eV

=====

Record 6
Here is a cluster of 2 separate species, C3H5NO5 in total from OMol25. Energies are from ωB97M-V with the def2-TZVPD basis set.

Geometry as XYZ:
```
14
Properties=species:S:1:pos:R:3:forces:R:3
N 2.48345 0.51614 -2.63503 4.1 -2.5 -0.8
O 3.36987 -0.25261 -2.50667 -3.3 2.5 -0.1
C -1.19202 -0.87520 0.41425 0.0 0.1 -0.4
C 0.12301 -0.11546 0.54396 1.0 -0.3 0.5
C -0.02258 1.38381 0.49489 -0.5 1.2 2.6
O 0.75411 2.11026 1.08396 -1.4 -0.3 -0.7
O 0.97950 -0.20699 -0.61366 -0.2 2.0 -2.2
O 0.91885 1.08350 -1.26762 -0.1 -3.8 1.4
O -1.67126 -1.23265 1.69586 -0.2 -0.2 0.3
H -1.89798 -0.13976 -0.01514 0.1 -0.7 -0.5
H -1.02275 -1.78020 -0.19940 -0.3 0.5 -0.1
H 0.74695 -0.48171 1.38714 -0.5 0.4 -0.3
H -1.01287 1.62753 0.01049 0.8 0.8 0.3
H -2.55627 -1.63667 1.60698 0.7 0.4 0.0
```
Positions in Å, forces in eV/Å.

Calculated values
Kohn-Sham gap (spin up / spin down) ... 10.1113 / 6.2897 eV
ΔE to the lowest compared entry with this formula, charge and spin ... 185.74 kcal per mole
HOMO (spin up / spin down) ... -9.9534 / -8.6201 eV

=====

Record 7
Here is a cluster of 2 separate species, C3H5NO5 in total from OMol25. Energies are from ωB97M-V with the def2-TZVPD basis set.

Geometry as XYZ:
```
14
Properties=species:S:1:pos:R:3:forces:R:3
C 0.01783 -0.77138 1.25560 2.5 -0.9 -1.4
C -0.03793 -0.21298 -1.37051 0.5 0.5 -0.3
C 0.66437 0.87226 -0.60458 -1.1 -0.7 0.8
N -0.95986 -0.03240 1.82973 -0.4 0.6 0.8
O 0.84107 -1.57660 1.49516 -0.9 0.6 0.0
O -1.99990 0.26047 1.18670 -0.6 0.1 -0.3
O -0.62293 0.47270 2.90850 -0.1 0.1 0.2
O -0.79792 -1.05348 -0.52686 -0.9 -0.2 0.7
O 1.95763 1.12851 -0.71992 0.7 0.0 -0.2
H -0.70756 0.22474 -2.12383 0.1 -0.1 0.0
H 0.69363 -0.85218 -1.87443 -0.1 0.1 0.0
H 0.09636 1.69834 -0.19836 0.0 0.1 0.0
H -1.59173 -0.55154 -0.13909 0.4 -0.2 -0.4
H 2.44695 0.39354 -1.11810 -0.2 0.0 0.1
```
Positions in Å, forces in eV/Å.

Calculated values
Kohn-Sham gap (spin up / spin down) ... 7.8012 / 7.0829 eV
ΔE to the lowest compared entry with this formula, charge and spin ... 149.78 kcal per mole
HOMO (spin up / spin down) ... -8.4461 / -8.1702 eV

=====

Record 8
Here is the ion C3H5NO5P with charge -1 from OMol25. Energies are from ωB97M-V with the def2-TZVPD basis set.

Geometry as XYZ:
```
15
Properties=species:S:1:pos:R:3:forces:R:3
N 1.44582 0.04649 0.33778 0.2 0.3 5.1
C 0.09619 0.42476 0.60523 -1.2 -0.3 -0.3
C -0.35833 0.89211 1.77859 1.5 1.1 0.9
O 0.42384 1.18243 2.89248 -0.3 -0.1 0.0
C -1.02940 0.00952 -0.31140 2.5 -1.0 0.1
O -2.16437 0.15570 -0.00463 -2.4 0.7 0.3
P -0.55922 -1.03823 -1.77028 0.5 -1.9 -1.3
O -1.63299 -2.04517 -2.01190 0.5 0.9 0.1
O 0.91008 -1.46296 -1.70895 -1.3 0.2 0.1
O -0.56005 0.16758 -2.88717 -2.2 -1.1 -0.4
H 1.61167 -0.54481 1.21893 0.6 1.1 -1.4
H 1.59670 -0.63768 -0.35872 -0.6 -0.8 -1.8
H -1.33935 1.26028 2.04494 -0.2 -0.6 -0.8
H 1.35468 0.98868 2.78031 0.2 -0.1 -0.5
H 0.20471 0.60131 -2.60522 2.2 1.6 0.1
```
Positions in Å, forces in eV/Å.

Calculated values
Charge ... -1
Kohn-Sham gap ... 8.0091 eV
ΔE to the lowest compared entry with this formula, charge and spin ... 0.00 kcal per mole
Structure (SMILES) ... N/C(=C\O)C(=O)[P@](=O)([O-])O
HOMO ... -4.8335 eV

=====

Record 9
Here is an isolated molecule of C3H5NOS from OMol25. Energies are from ωB97M-V with the def2-TZVPD basis set.

Geometry as XYZ:
```
11
Properties=species:S:1:pos:R:3:forces:R:3
O 0.00591 -2.46642 -0.17546 0.1 -0.7 -0.7
N -1.19724 -1.79756 -0.11602 -0.3 3.8 1.3
C -1.01038 -0.51490 0.16623 -1.2 -1.6 -1.2
C 0.30043 0.16001 0.12892 0.7 -2.5 -0.9
C 0.69361 1.12872 1.11058 1.7 0.7 0.7
S 0.48454 1.79660 -0.56190 0.0 0.6 0.0
H -0.27079 -3.28498 -0.61690 0.4 0.1 0.3
H -1.89657 0.17853 0.27904 0.8 -1.3 -0.1
H 1.13621 -0.48326 -0.22966 -0.9 0.4 0.5
H 0.01101 1.53009 1.81056 -0.8 0.1 0.6
H 1.69890 0.98520 1.52888 -0.3 0.4 -0.4
```
Positions in Å, forces in eV/Å.

Calculated values
Kohn-Sham gap ... 9.9115 eV
ΔE to the lowest compared entry with this formula, charge and spin ... 71.26 kcal per mole
Structure (SMILES) ... O/N=C\[C@@H]1CS1
HOMO ... -9.0844 eV

=====

Record 10
Here is an isolated molecule of C3H5NOS from OMol25. Energies are from ωB97M-V with the def2-TZVPD basis set.

Geometry as XYZ:
```
11
Properties=species:S:1:pos:R:3:forces:R:3
C 0.55214 -0.44866 0.72965 -2.1 -0.9 4.7
N -0.77602 -0.40939 0.18025 1.1 0.3 -0.2
C -1.21870 0.23180 -1.02252 -2.4 -0.8 -1.9
S -3.14018 -0.44837 -0.53193 3.6 0.6 -0.4
C -1.79674 -1.08559 0.70301 -2.5 2.3 -3.2
O -1.99830 -1.76045 1.61673 0.3 -2.1 2.8
H 1.12122 0.24251 0.28561 2.2 2.6 -1.7
H 0.53828 -0.19638 1.92290 -0.1 -0.5 -2.9
H 0.99098 -1.40683 0.66451 0.5 -1.1 -0.3
H -1.18755 1.32141 -1.17135 0.0 -0.3 1.1
H -0.87542 -0.16698 -2.05303 -0.5 -0.1 1.9
```
Positions in Å, forces in eV/Å.

Calculated values
Kohn-Sham gap ... 9.5028 eV
ΔE to the lowest compared entry with this formula, charge and spin ... 43.63 kcal per mole
Structure (SMILES) ... CN1CSC1=O
HOMO ... -9.2926 eV